[1]
Entry from the OMol25 dataset: a single C18H21N3O2S molecule (ωB97M-V/def2-TZVPD).

Summary:
Relative energy (zero: lowest compared OMol25 entry of this formula, charge and spin) = 36.2 kcal per mole
LUMO = 0.021 hartree
SMILES string = CC(C)Oc1ccc(CC(=O)NNC(=S)Nc2ccccc2)cc1
Total charge = 0

Bonds (Å) are listed after each position.
Positions of all 45 atoms, in Å:
1 C 0.4241 0.2797 -5.3708  C2 1.526, H25 1.086, H26 1.087, H27 1.087
2 C 0.7911 0.6153 -3.9285  C1 1.526, C3 1.529, O4 1.422, H28 1.100
3 C 0.2741 2.0002 -3.5387  C2 1.529, H29 1.087, H30 1.087, H31 1.087
4 O 0.1996 -0.3972 -3.1233  C2 1.422, C5 1.355
5 C 0.6664 -0.6551 -1.8774  O4 1.355, C6 1.390, C24 1.398
6 C 1.7027 0.0132 -1.2352  C5 1.390, C7 1.385, H32 1.079
7 C 2.0931 -0.3738 0.0364  C6 1.385, C8 1.386, H33 1.082
8 C 1.4681 -1.4184 0.7001  C7 1.386, C9 1.502, C23 1.391
9 C 1.9057 -1.8495 2.0712  C8 1.502, C10 1.522, H34 1.093, H35 1.091
10 C 1.0862 -1.2165 3.1870  C9 1.522, O11 1.206, N12 1.365
11 O 0.5486 -1.8345 4.0717  C10 1.206
12 N 1.0689 0.1468 3.1256  C10 1.365, N13 1.395, H36 1.012
13 N 0.4176 0.9163 4.0901  N12 1.395, C14 1.376, H37 1.019
14 C -0.8569 0.6032 4.5035  N13 1.376, S15 1.645, N16 1.354
15 S -1.2861 0.8735 6.0682  C14 1.645
16 N -1.7536 0.1272 3.6075  C14 1.354, C17 1.393, H38 1.011
17 C -1.7892 0.2683 2.2216  N16 1.393, C18 1.394, C22 1.393
18 C -2.5750 -0.6146 1.4828  C17 1.394, C19 1.380, H39 1.080
19 C -2.6931 -0.4632 0.1161  C18 1.380, C20 1.385, H40 1.079
20 C -2.0329 0.5661 -0.5349  C19 1.385, C21 1.383, H41 1.078
21 C -1.2580 1.4480 0.1968  C20 1.383, C22 1.382, H42 1.080
22 C -1.1354 1.3097 1.5668  C17 1.393, C21 1.382, H43 1.079
23 C 0.4219 -2.0735 0.0583  C8 1.391, C24 1.376, H44 1.080
24 C 0.0305 -1.7045 -1.2079  C5 1.398, C23 1.376, H45 1.078
25 H 0.8536 1.0138 -6.0462  C1 1.086
26 H -0.6566 0.2788 -5.4839  C1 1.087
27 H 0.7992 -0.7064 -5.6312  C1 1.087
28 H 1.8848 0.5788 -3.8207  C2 1.100
29 H -0.8020 2.0452 -3.6880  C3 1.087
30 H 0.4855 2.2129 -2.4938  C3 1.087
31 H 0.7471 2.7599 -4.1551  C3 1.087
32 H 2.2271 0.8270 -1.7109  C6 1.079
33 H 2.9211 0.1435 0.5033  C7 1.082
34 H 2.9499 -1.5752 2.2385  C9 1.093
35 H 1.8084 -2.9303 2.1802  C9 1.091
36 H 1.3385 0.6195 2.2721  N12 1.012
37 H 1.0052 1.1526 4.8879  N13 1.019
38 H -2.5646 -0.3022 4.0328  N16 1.011
39 H -3.0946 -1.4125 1.9926  C18 1.080
40 H -3.3085 -1.1501 -0.4449  C19 1.079
41 H -2.1290 0.6816 -1.6026  C20 1.078
42 H -0.7579 2.2685 -0.2963  C21 1.080
43 H -0.5760 2.0363 2.1363  C22 1.079
44 H -0.0807 -2.8879 0.5581  C23 1.080
45 H -0.7689 -2.2202 -1.7150  C24 1.078

Need the natural (NBO) charges? In units of e they are: C -0.61; C 0.10; C -0.63; O -0.50; C 0.31; C -0.26; C -0.22; C -0.06; C -0.52; C 0.68; O -0.58; N -0.48; N -0.46; C 0.28; S -0.20; N -0.60; C 0.14; C -0.25; C -0.18; C -0.23; C -0.21; C -0.22; C -0.18; C -0.24; H 0.21; H 0.21; H 0.22; H 0.17; H 0.21; H 0.21; H 0.22; H 0.21; H 0.21; H 0.23; H 0.25; H 0.41; H 0.41; H 0.43; H 0.22; H 0.21; H 0.22; H 0.21; H 0.22; H 0.22; H 0.23

=====

[2]
Entry from the OMol25 dataset: a single C18H21N3O3 molecule (ωB97M-V/def2-TZVPD).

Summary:
Relative energy (zero: lowest compared OMol25 entry of this formula, charge and spin) = 16.6 kcal per mole
LUMO = 0.022 hartree
SMILES string = COCCCNC(=O)c1cc2c(=O)n(C)c3ccccc3c2n1C
Total charge = 0

Bonds (Å) are listed after each position.
Positions of all 45 atoms, in Å:
1 C 2.3965 3.0515 -1.7199  O2 1.405, H25 1.097, H26 1.088, H27 1.097
2 O 2.0958 1.8075 -2.2994  C1 1.405, C3 1.411
3 C 2.2316 1.7560 -3.7025  O2 1.411, C4 1.535, H28 1.100, H29 1.093
4 C 1.0366 2.3447 -4.4650  C3 1.535, C5 1.532, H30 1.090, H31 1.092
5 C -0.1869 1.4244 -4.4045  C4 1.532, N6 1.442, H32 1.096, H33 1.093
6 N -0.5456 1.0894 -3.0488  C5 1.442, C7 1.355, H34 1.007
7 C -0.2951 -0.1381 -2.5317  N6 1.355, O8 1.223, C9 1.473
8 O -0.0122 -1.0916 -3.2439  C7 1.223
9 C -0.4400 -0.1987 -1.0666  C7 1.473, C10 1.380, N23 1.378
10 C -0.3729 0.8608 -0.1856  C9 1.380, C11 1.402, H35 1.071
11 C -0.5054 0.3278 1.1043  C10 1.402, C12 1.439, C22 1.399
12 C -0.4745 1.0195 2.3660  C11 1.439, O13 1.221, N14 1.390
13 O -0.3307 2.2247 2.4945  C12 1.221
14 N -0.6186 0.1869 3.4695  C12 1.390, C15 1.449, C16 1.382
15 C -0.5772 0.8411 4.7615  N14 1.449, H36 1.090, H37 1.091, H38 1.091
16 C -0.8025 -1.1806 3.3937  N14 1.382, C17 1.400, C21 1.421
17 C -0.9610 -1.9244 4.5690  C16 1.400, C18 1.378, H39 1.077
18 C -1.1597 -3.2873 4.5366  C17 1.378, C19 1.386, H40 1.080
19 C -1.2119 -3.9546 3.3225  C18 1.386, C20 1.377, H41 1.079
20 C -1.0541 -3.2486 2.1511  C19 1.377, C21 1.399, H42 1.075
21 C -0.8400 -1.8660 2.1491  C16 1.421, C20 1.399, C22 1.434
22 C -0.6603 -1.0566 0.9787  C11 1.399, C21 1.434, N23 1.359
23 N -0.6044 -1.3615 -0.3449  C9 1.378, C22 1.359, C24 1.439
24 C -0.6984 -2.6688 -0.9396  N23 1.439, H43 1.092, H44 1.091, H45 1.089
25 H 3.4199 3.3641 -1.9624  C1 1.097
26 H 2.3057 2.9170 -0.6435  C1 1.088
27 H 1.7068 3.8413 -2.0415  C1 1.097
28 H 3.1545 2.2709 -4.0070  C3 1.100
29 H 2.3259 0.6935 -3.9422  C3 1.093
30 H 1.3178 2.4883 -5.5087  C4 1.090
31 H 0.7829 3.3215 -4.0470  C4 1.092
32 H -1.0384 1.9062 -4.8976  C5 1.096
33 H 0.0280 0.4790 -4.9085  C5 1.093
34 H -0.6723 1.8565 -2.4093  N6 1.007
35 H -0.2096 1.8974 -0.3973  C10 1.071
36 H -0.4213 1.9022 4.5666  C15 1.090
37 H -1.5191 0.7118 5.2966  C15 1.091
38 H 0.2493 0.4629 5.3646  C15 1.091
39 H -0.9320 -1.4362 5.5280  C17 1.077
40 H -1.2787 -3.8306 5.4618  C18 1.080
41 H -1.3755 -5.0209 3.2922  C19 1.079
42 H -1.1051 -3.7849 1.2212  C20 1.075
43 H -1.6906 -3.0964 -0.7792  C24 1.092
44 H 0.0624 -3.3295 -0.5215  C24 1.091
45 H -0.5195 -2.5717 -2.0093  C24 1.089

Need the natural (NBO) charges? In units of e they are: C -0.25; O -0.55; C -0.07; C -0.44; C -0.23; N -0.59; C 0.66; O -0.65; C 0.03; C -0.22; C -0.16; C 0.65; O -0.63; N -0.40; C -0.43; C 0.19; C -0.26; C -0.18; C -0.24; C -0.19; C -0.04; C 0.16; N -0.29; C -0.43; H 0.17; H 0.20; H 0.16; H 0.17; H 0.20; H 0.22; H 0.20; H 0.20; H 0.23; H 0.40; H 0.23; H 0.26; H 0.20; H 0.20; H 0.22; H 0.22; H 0.22; H 0.21; H 0.20; H 0.21; H 0.28

=====

[3]
Entry from the OMol25 dataset: a single C18H21N3O3S molecule at a distorted geometry (ωB97M-V/def2-TZVPD).

Summary:
Relative energy (zero: lowest compared OMol25 entry of this formula, charge and spin) = 46.7 kcal per mole
LUMO = 0.018 hartree
SMILES string = O=C(NCc1ccccn1)C1CCN(S(=O)(=O)c2ccccc2)CC1
Total charge = 0

Bonds (Å) are listed after each position.
Positions of all 46 atoms, in Å:
1 O 2.7375 2.8077 -0.8740  C2 1.213
2 C 1.9919 2.1371 -0.1911  O1 1.213, N3 1.350, C11 1.527
3 N 2.4342 1.3278 0.7947  C2 1.350, C4 1.449, H26 1.007
4 C 3.8440 1.1294 1.0624  N3 1.449, C5 1.508, H27 1.093, H28 1.092
5 C 4.3349 -0.1625 0.4590  C4 1.508, C6 1.392, N10 1.325
6 C 4.3905 -0.3220 -0.9228  C5 1.392, C7 1.384, H29 1.079
7 C 4.8248 -1.5339 -1.4304  C6 1.384, C8 1.387, H30 1.080
8 C 5.1879 -2.5381 -0.5448  C7 1.387, C9 1.386, H31 1.079
9 C 5.0917 -2.2787 0.8130  C8 1.386, N10 1.322, H32 1.082
10 N 4.6715 -1.1256 1.3048  C5 1.325, C9 1.322
11 C 0.4768 2.1540 -0.3785  C2 1.527, C12 1.533, C25 1.532, H33 1.095
12 C -0.0307 0.8048 -0.9000  C11 1.533, C13 1.527, H34 1.092, H35 1.091
13 C -1.5435 0.8651 -1.0987  C12 1.527, N14 1.447, H36 1.100, H37 1.093
14 N -2.1796 1.2172 0.1523  C13 1.447, S15 1.686, C24 1.451
15 S -3.8519 1.0092 0.0939  N14 1.686, O16 1.437, O17 1.433, C18 1.790
16 O -4.3896 1.5121 -1.1401  S15 1.437
17 O -4.3838 1.5156 1.3240  S15 1.433
18 C -3.9533 -0.7774 0.0984  S15 1.790, C19 1.381, C23 1.381
19 C -4.5307 -1.4435 -0.9644  C18 1.381, C20 1.386, H38 1.079
20 C -4.6002 -2.8276 -0.9359  C19 1.386, C21 1.386, H39 1.079
21 C -4.0917 -3.5211 0.1509  C20 1.386, C22 1.387, H40 1.080
22 C -3.5158 -2.8399 1.2132  C21 1.387, C23 1.385, H41 1.080
23 C -3.4466 -1.4570 1.1890  C18 1.381, C22 1.385, H42 1.078
24 C -1.7766 2.5283 0.6252  N14 1.451, C25 1.526, H43 1.100, H44 1.090
25 C -0.2762 2.5245 0.9028  C11 1.532, C24 1.526, H45 1.091, H46 1.091
26 H 1.7900 0.7227 1.2764  N3 1.007
27 H 4.3685 1.9765 0.6124  C4 1.093
28 H 4.0137 1.1111 2.1410  C4 1.092
29 H 4.1042 0.4929 -1.5694  C6 1.079
30 H 4.8845 -1.6929 -2.4975  C7 1.080
31 H 5.5366 -3.4957 -0.8988  C8 1.079
32 H 5.3601 -3.0263 1.5482  C9 1.082
33 H 0.2737 2.9173 -1.1370  C11 1.095
34 H 0.1957 0.0121 -0.1838  C12 1.092
35 H 0.4520 0.5616 -1.8477  C12 1.091
36 H -1.7981 1.5951 -1.8805  C13 1.100
37 H -1.9320 -0.1101 -1.4015  C13 1.093
38 H -4.9170 -0.8664 -1.7899  C19 1.079
39 H -5.0511 -3.3624 -1.7579  C20 1.079
40 H -4.1474 -4.5993 0.1727  C21 1.080
41 H -3.1256 -3.3869 2.0581  C22 1.080
42 H -3.0158 -0.8915 1.9994  C23 1.078
43 H -2.0199 3.3002 -0.1196  C24 1.100
44 H -2.3501 2.7258 1.5314  C24 1.090
45 H 0.0333 3.5112 1.2492  C25 1.091
46 H -0.0707 1.7998 1.6918  C25 1.091

Need the natural (NBO) charges? In units of e they are: O -0.63; C 0.70; N -0.61; C -0.26; C 0.20; C -0.25; C -0.16; C -0.26; C 0.04; N -0.43; C -0.31; C -0.40; C -0.23; N -0.67; S 2.30; O -0.94; O -0.93; C -0.25; C -0.22; C -0.21; C -0.19; C -0.21; C -0.21; C -0.24; C -0.39; H 0.40; H 0.24; H 0.22; H 0.23; H 0.22; H 0.22; H 0.19; H 0.23; H 0.20; H 0.23; H 0.19; H 0.22; H 0.25; H 0.22; H 0.22; H 0.22; H 0.24; H 0.18; H 0.24; H 0.23; H 0.20